(1)
The following is a quantum chemistry calculation of a 9-piece molecular cluster, C4H26N2O9 overall, from the Open Molecules 2025 dataset.

Results
SMILES string ... CNC(=O)[C@@H](C)N.O.O.O.O.O.O.O.O
E_HOMO ... -8.80 eV
Net charge ... 0
LUMO ... -0.169 eV

Geometry (Å):
O (-4.24, 0.92, 0.52)
O (-0.71, 2.76, 1.96)
O (0.89, 0.53, -3.60)
O (2.68, -1.64, -1.80)
O (0.97, 4.23, -0.55)
O (1.45, 0.19, 3.16)
O (3.40, 1.19, -2.34)
O (-3.11, -2.25, 1.03)
O (3.32, -0.52, 1.57)
N (-2.21, -1.60, -0.95)
N (-0.42, -0.01, 1.02)
C (-0.86, -1.40, 1.19)
C (-2.12, -1.72, 0.42)
C (0.14, -2.40, 0.61)
C (-1.70, -0.50, -1.73)
H (-0.12, -3.45, 0.78)
H (-1.18, 0.67, 0.68)
H (3.17, -1.40, -2.50)
H (1.80, 0.90, -3.34)
H (1.21, -2.20, 1.00)
H (-2.85, -2.21, -1.39)
H (-1.62, 0.40, -1.02)
H (-1.16, 2.11, 2.49)
H (0.31, 1.29, -3.50)
H (-0.70, 3.48, 2.52)
H (-4.08, 1.84, 0.30)
H (1.65, 3.89, -1.13)
H (-2.41, -0.25, -2.48)
H (0.15, -2.43, -0.53)
H (0.28, 3.53, -0.68)
H (1.79, -1.59, -2.23)
H (-3.70, 0.97, 1.35)
H (3.31, 0.37, -1.77)
H (0.16, 0.22, 1.84)
H (-1.13, -1.64, 2.25)
H (-0.72, -0.44, -2.41)
H (2.89, -1.46, 1.61)
H (1.86, -0.63, 3.54)
H (3.46, 1.96, -1.74)
H (3.77, -0.38, 0.76)
H (2.20, 0.53, 2.56)

Need the natural (NBO) charges? In units of e they are: O -0.913; O -0.933; O -0.981; O -0.933; O -0.925; O -0.972; O -0.974; O -0.616; O -0.968; N -0.639; N -0.902; C -0.156; C 0.680; C -0.595; C -0.429; H 0.222; H 0.369; H 0.454; H 0.501; H 0.178; H 0.404; H 0.188; H 0.468; H 0.468; H 0.467; H 0.457; H 0.452; H 0.200; H 0.217; H 0.473; H 0.493; H 0.460; H 0.496; H 0.421; H 0.208; H 0.213; H 0.496; H 0.470; H 0.484; H 0.486; H 0.512

***

(2)
The following is a quantum chemistry calculation of a 9-piece molecular cluster, C4H26N2O9S overall, from the Open Molecules 2025 dataset.

Results
SMILES string ... NC[C@@H](CS)NC=O.O.O.O.O.O.O.O.O
E_HOMO ... -9.61 eV
Net charge ... 0
LUMO ... 0.167 eV

Geometry (Å):
S (-2.64, 0.86, -3.20)
O (1.03, -1.73, -0.71)
O (-3.72, -1.70, -1.13)
O (1.70, -3.99, 0.87)
O (-0.71, -3.38, 3.12)
O (1.53, -0.77, 2.91)
O (3.51, -0.97, -2.01)
O (0.73, 3.00, 0.57)
O (2.45, 2.10, 2.42)
O (3.84, -0.41, 1.26)
N (-1.73, -0.38, 0.90)
N (-0.53, 2.54, -1.24)
C (-2.50, 1.22, -1.44)
C (-1.05, 1.22, -0.85)
C (0.29, 3.33, -0.52)
C (-1.19, 0.99, 0.68)
H (-1.23, -2.80, 2.58)
H (-0.67, 2.83, -2.20)
H (-2.47, -0.64, 0.29)
H (1.68, -1.06, -0.54)
H (0.56, 4.32, -0.88)
H (2.68, -0.49, -2.13)
H (4.53, -0.44, 1.91)
H (-2.02, -0.36, 1.87)
H (3.70, 0.48, 0.93)
H (1.26, -4.03, 0.02)
H (1.80, -3.03, 0.96)
H (-1.76, 1.86, 1.04)
H (3.25, 2.26, 2.90)
H (1.47, 0.14, 3.22)
H (-3.47, -1.80, -2.04)
H (0.36, -1.62, -0.03)
H (-2.40, -0.44, -3.25)
H (-3.05, 0.54, -0.81)
H (3.30, -1.45, -1.20)
H (-2.98, 2.20, -1.33)
H (-4.32, -2.29, -0.73)
H (-0.30, 1.05, 1.30)
H (2.03, -1.17, 3.60)
H (0.12, -3.67, 2.74)
H (-0.39, 0.49, -1.31)
H (2.00, 2.84, 2.01)

Need the natural (NBO) charges? In units of e they are: S -0.023; O -0.967; O -0.979; O -0.955; O -0.972; O -0.942; O -0.917; O -0.676; O -0.993; O -0.959; N -0.864; N -0.610; C -0.540; C -0.068; C 0.533; C -0.239; H 0.474; H 0.402; H 0.375; H 0.465; H 0.134; H 0.453; H 0.472; H 0.370; H 0.487; H 0.475; H 0.480; H 0.169; H 0.474; H 0.481; H 0.493; H 0.497; H 0.103; H 0.240; H 0.469; H 0.237; H 0.495; H 0.240; H 0.460; H 0.495; H 0.216; H 0.516

***

(3)
The following is a quantum chemistry calculation of a 10-piece molecular cluster, C4H26NO11 overall, from the Open Molecules 2025 dataset.

Results
E_HOMO ... -5.63 eV
Net charge ... -1
LUMO ... 2.987 eV

Geometry (Å):
O (1.78, -3.04, 1.82)
O (0.38, 0.39, -3.33)
O (-1.38, 3.15, 0.13)
O (0.00, 0.93, -0.60)
O (-2.52, -2.72, 0.17)
O (-2.02, -0.85, -2.19)
O (2.66, -0.36, -1.67)
O (0.75, 3.17, -2.27)
O (-0.32, -2.29, -0.86)
O (2.39, 2.47, 0.22)
O (-2.44, 0.06, 1.61)
N (-0.42, -0.82, 2.12)
C (0.43, 0.31, 1.64)
C (-1.68, -0.37, 2.73)
C (0.41, 0.04, 0.15)
C (1.81, 0.11, 2.26)
H (2.11, 0.05, -2.35)
H (-3.14, -2.42, -0.51)
H (-0.26, -2.79, -1.69)
H (3.07, -1.16, -2.03)
H (-0.02, 1.32, 1.84)
H (2.84, 1.81, -0.34)
H (-1.17, 2.20, 0.01)
H (-0.01, 3.55, -1.82)
H (2.67, 0.71, 1.84)
H (1.77, -2.35, 2.49)
H (-0.45, -1.57, 1.45)
H (-1.58, -2.49, -0.39)
H (-1.30, -1.16, -1.54)
H (-2.38, 0.02, -1.95)
H (1.67, 0.21, 3.34)
H (-0.25, -0.34, -3.34)
H (-1.54, 0.55, 3.33)
H (-2.19, -1.21, 3.24)
H (-2.33, 3.10, -0.07)
H (1.52, 3.57, -1.84)
H (0.77, -0.93, -0.43)
H (-2.81, -0.72, 1.16)
H (2.23, -0.79, 1.87)
H (1.58, -2.62, 0.98)
H (1.46, 2.20, 0.04)
H (0.09, 0.94, -2.56)

Need the natural (NBO) charges? In units of e they are: O -0.953; O -1.003; O -0.978; O -0.698; O -1.081; O -1.034; O -0.988; O -0.960; O -1.173; O -0.970; O -0.784; N -0.674; C -0.187; C 0.095; C 0.429; C -0.637; H 0.513; H 0.449; H 0.454; H 0.473; H 0.216; H 0.478; H 0.500; H 0.485; H 0.234; H 0.474; H 0.416; H 0.491; H 0.508; H 0.462; H 0.215; H 0.491; H 0.169; H 0.176; H 0.459; H 0.477; H 0.272; H 0.501; H 0.207; H 0.482; H 0.487; H 0.509

***

(4)
The following is a quantum chemistry calculation of a 11-piece molecular cluster, C4H26NO13 overall, from the Open Molecules 2025 dataset.

Results
E_HOMO ... -6.39 eV
Net charge ... -1
LUMO ... 2.657 eV

Geometry (Å):
O (0.77, -0.99, -2.05)
O (0.94, -1.35, 0.15)
O (-2.80, 1.52, 2.51)
O (1.03, -0.34, 3.26)
O (3.43, 2.10, 2.02)
O (2.52, 2.48, -0.35)
O (3.03, -0.63, 1.62)
O (-0.08, 0.64, -3.89)
O (-0.33, 2.90, -1.96)
O (-0.04, -3.62, 2.22)
O (-3.47, -3.00, 1.16)
O (3.17, -0.37, -2.17)
O (-4.19, 1.45, -0.80)
N (-1.28, 0.59, 0.08)
C (-1.18, -0.76, -0.69)
C (-1.62, -1.94, 0.18)
C (-3.20, -1.99, 0.54)
C (0.35, -1.15, -0.86)
H (2.27, -1.04, 0.96)
H (3.26, 1.25, 1.83)
H (-1.43, -2.99, -0.10)
H (-3.89, -1.24, 0.11)
H (-2.16, 1.30, 1.72)
H (2.93, -1.22, -2.63)
H (-4.35, 1.20, -1.69)
H (0.53, -2.90, 1.84)
H (2.32, 1.63, -0.74)
H (-3.68, 1.39, 2.14)
H (2.34, 0.07, -2.27)
H (0.42, 3.24, -1.73)
H (-0.37, -3.17, 2.99)
H (-3.36, 1.28, -0.37)
H (0.06, -0.07, -3.06)
H (2.66, 2.53, 1.35)
H (3.52, -1.30, 1.95)
H (-0.37, 0.93, 0.41)
H (-0.28, 2.44, -2.81)
H (-1.66, -0.74, -1.76)
H (1.93, -0.48, 2.86)
H (-1.37, 1.16, -0.77)
H (-0.95, -1.98, 1.05)
H (3.54, 2.70, -0.43)
H (0.44, -0.16, 2.60)
H (0.62, 0.62, -4.46)

Need the natural (NBO) charges? In units of e they are: O -0.807; O -0.748; O -0.977; O -0.987; O -0.990; O -0.973; O -1.008; O -1.051; O -0.967; O -0.945; O -0.539; O -0.960; O -0.987; N -0.902; C -0.174; C -0.560; C 0.439; C 0.832; H 0.530; H 0.468; H 0.256; H 0.129; H 0.494; H 0.479; H 0.482; H 0.479; H 0.497; H 0.460; H 0.473; H 0.459; H 0.472; H 0.500; H 0.516; H 0.480; H 0.468; H 0.382; H 0.503; H 0.206; H 0.489; H 0.396; H 0.265; H 0.511; H 0.454; H 0.456

***

(5)
The following is a quantum chemistry calculation of a 8-piece molecular cluster, C4H26NO7S overall, from the Open Molecules 2025 dataset.

Results
E_HOMO (spin up / spin down) ... -16.64 / -16.63 eV
Net charge ... +2
Spin multiplicity ... 2
LUMO (spin up / spin down) ... -6.772 / -11.953 eV

Geometry (Å):
S (0.40, 1.83, -3.07)
O (4.85, 0.00, -1.01)
O (0.76, 0.56, 2.83)
O (-0.04, -1.11, -3.61)
O (3.17, -0.56, 3.41)
O (-0.84, -2.04, 2.34)
O (0.25, -3.32, 0.21)
O (-1.08, 3.21, 2.38)
N (-1.21, 0.70, 0.71)
C (-1.83, 0.81, -1.82)
C (-1.17, 2.10, -2.18)
C (-1.46, 0.00, -0.58)
C (-2.19, -1.34, -0.50)
H (3.42, -1.49, 3.39)
H (3.63, -0.03, 2.75)
H (-0.85, -2.93, 1.93)
H (0.82, -2.76, -0.33)
H (-1.88, -1.93, 0.35)
H (-0.77, 2.82, -1.43)
H (-1.62, 3.40, 3.15)
H (-0.41, -0.44, -0.74)
H (0.50, 0.76, 3.74)
H (0.08, -1.80, 2.46)
H (0.57, -4.20, -0.06)
H (-3.28, -1.23, -0.37)
H (0.77, -0.61, -3.44)
H (4.83, 0.88, -1.39)
H (-0.06, 1.28, -4.24)
H (5.14, 0.17, -0.10)
H (1.61, 0.14, 2.63)
H (-0.98, 0.04, 1.53)
H (-0.29, 1.19, 0.62)
H (-1.73, -0.01, -2.60)
H (-0.46, 3.92, 2.22)
H (-2.14, -1.90, -1.39)
H (-1.87, 2.82, -2.59)
H (-1.89, 1.35, 1.13)
H (-2.93, 0.99, -1.80)
H (0.19, -1.28, -4.56)

Need the natural (NBO) charges? In units of e they are: S 0.679; O -0.937; O -1.037; O -0.905; O -0.958; O -0.971; O -0.959; O -0.991; N -0.724; C -0.492; C -0.586; C -0.038; C -0.640; H 0.502; H 0.479; H 0.505; H 0.468; H 0.276; H 0.264; H 0.503; H 0.191; H 0.518; H 0.482; H 0.496; H 0.229; H 0.450; H 0.467; H 0.181; H 0.471; H 0.511; H 0.516; H 0.442; H 0.305; H 0.494; H 0.245; H 0.321; H 0.465; H 0.274; H 0.503

***

(6)
The following is a quantum chemistry calculation of a 10-piece molecular cluster, C4H26O10 overall, from the Open Molecules 2025 dataset.

Results
SMILES string ... C/C=C(/C)O.O.O.O.O.O.O.O.O.O
E_HOMO ... -8.60 eV
Net charge ... 0
LUMO ... -0.248 eV

Geometry (Å):
O (2.64, -1.87, 0.11)
O (0.92, -3.85, -0.30)
O (3.39, 1.63, -1.77)
O (-2.66, 2.55, 2.07)
O (-0.65, -2.09, 1.44)
O (2.95, 1.25, 1.11)
O (-0.02, 0.29, -0.44)
O (-3.50, -2.35, 1.17)
O (-0.70, 0.62, 2.14)
O (1.18, -1.60, -2.22)
C (-1.62, 1.99, -0.80)
C (-0.87, 3.12, -0.12)
C (-1.92, -0.27, -1.80)
C (-1.25, 0.72, -0.90)
H (-1.09, 3.97, -0.77)
H (-1.96, 1.94, 1.76)
H (-2.81, 2.20, 2.95)
H (0.21, 2.95, -0.07)
H (-0.70, -2.94, 0.97)
H (-2.73, -0.82, -1.30)
H (1.83, -3.71, -0.04)
H (-1.26, 3.42, 0.85)
H (3.47, 1.77, 1.74)
H (-2.77, -1.78, 1.44)
H (0.88, -3.49, -1.19)
H (-3.15, -3.16, 0.79)
H (2.45, 1.52, -1.59)
H (-2.43, 0.24, -2.62)
H (-0.21, 0.49, 2.96)
H (-2.58, 2.31, -1.18)
H (3.19, -2.40, 0.69)
H (3.57, 0.65, 0.68)
H (0.50, 0.92, 0.07)
H (3.26, -1.75, -0.62)
H (-0.35, -1.55, 0.69)
H (1.69, -0.98, -2.75)
H (3.68, 2.33, -1.18)
H (0.90, -1.15, -1.40)
H (-1.21, -0.97, -2.23)
H (-0.26, -0.12, 1.68)

Need the natural (NBO) charges? In units of e they are: O -0.936; O -0.971; O -0.949; O -0.965; O -0.970; O -0.958; O -0.776; O -0.960; O -0.958; O -0.987; C -0.271; C -0.664; C -0.682; C 0.301; H 0.220; H 0.496; H 0.464; H 0.185; H 0.498; H 0.239; H 0.474; H 0.259; H 0.476; H 0.495; H 0.490; H 0.463; H 0.473; H 0.229; H 0.479; H 0.215; H 0.466; H 0.484; H 0.514; H 0.478; H 0.470; H 0.479; H 0.477; H 0.501; H 0.235; H 0.488

***

In eV, the DFT total energy values for the records above are, in order, -25975.61235 -36812.22543 -28583.32257 -32677.43819 -31209.09121 -25044.18285.